(1)
Density functional theory data (ωB97M-V/def2-TZVPD) for one molecule with the formula C20H33NO3.

HOMO level, eV: -8.28
LUMO energy, eV: 0.8
Energy, hartree: -1062.34973
Energy above the lowest of the compared OMol25 structures with the same formula, charge and spin, kJ/mol: 28.8
SMILES: CCN(CC)CCOCCOC(=O)C(CC)(CC)c1ccccc1
Frontier orbital gap, Eh: 0.335

```
57
C20H33NO3 (ωB97M-V/def2-TZVPD)
C 6.548 1.206 -1.600
C 5.974 0.098 -0.720
N 4.918 0.619 0.135
C 5.011 0.235 1.531
C 6.102 1.033 2.243
C 3.596 0.533 -0.432
C 2.951 -0.866 -0.426
O 1.720 -0.777 -1.104
C 1.014 -1.993 -1.137
C -0.354 -1.750 -1.768
O -1.148 -0.875 -0.981
C -1.674 -1.374 0.141
O -1.548 -2.526 0.473
C -2.367 -0.303 0.975
C -3.255 -0.987 2.041
C -4.425 -1.773 1.463
C -1.214 0.426 1.713
C -0.344 1.321 0.838
C -3.227 0.625 0.145
C -3.552 1.896 0.607
C -4.387 2.726 -0.119
C -4.927 2.297 -1.318
C -4.633 1.025 -1.776
C -3.798 0.197 -1.049
H 7.356 0.819 -2.216
H 6.930 2.011 -0.978
H 5.779 1.614 -2.250
H 6.771 -0.307 -0.094
H 5.612 -0.721 -1.358
H 4.053 0.462 2.002
H 5.202 -0.844 1.657
H 5.914 2.096 2.123
H 7.083 0.809 1.833
H 6.107 0.791 3.303
H 2.936 1.211 0.116
H 3.638 0.878 -1.466
H 3.605 -1.597 -0.928
H 2.791 -1.212 0.607
H 0.886 -2.392 -0.120
H 1.558 -2.742 -1.734
H -0.868 -2.710 -1.888
H -0.239 -1.245 -2.727
H -2.627 -1.667 2.620
H -3.637 -0.215 2.712
H -4.065 -2.566 0.814
H -5.088 -1.125 0.894
H -4.996 -2.226 2.270
H -1.647 1.021 2.520
H -0.588 -0.337 2.185
H 0.383 1.839 1.462
H 0.194 0.748 0.089
H -0.948 2.064 0.324
H -3.157 2.250 1.547
H -4.620 3.711 0.258
H -5.578 2.945 -1.886
H -5.062 0.672 -2.703
H -3.597 -0.798 -1.417
```

=====

(2)
Density functional theory data (ωB97M-V/def2-TZVPD) for C20H34BBrF10N3O11P2S as an isolated structure at a distorted geometry.

HOMO level, eV: -6.56
LUMO energy, eV: 0.9
Net charge: -1
Energy, hartree: -6452.54530
Frontier orbital gap, Eh: 0.275

```
83
C20H34BBrF10N3O11P2S (ωB97M-V/def2-TZVPD)
N 3.730 3.672 -1.808
B 2.238 3.963 -2.102
S 2.069 4.774 -3.787
O 0.928 5.854 -3.632
O 3.349 5.566 -4.146
C 1.464 3.615 -5.153
F 0.435 2.622 -4.664
F 0.692 4.504 -6.103
C 2.657 2.941 -6.048
F 3.593 3.948 -6.648
F 1.975 2.297 -7.232
C 3.510 1.754 -5.315
F 3.500 0.557 -6.239
F 2.963 1.272 -4.028
C 5.108 2.100 -5.076
F 5.627 0.996 -4.185
F 5.918 1.969 -6.344
F 5.358 3.363 -4.345
O 1.900 4.814 -0.911
C 1.268 4.024 0.166
Br -0.165 5.152 1.025
P 2.299 3.456 1.670
P 3.191 1.486 1.398
O 2.615 0.354 2.351
O 4.915 1.650 1.788
O 3.129 0.860 -0.226
C 0.400 2.904 -0.695
O -0.651 3.762 -1.304
N -1.877 3.186 -1.158
O -2.653 3.952 -1.759
C -0.055 1.516 0.062
O -0.640 1.619 1.281
N 0.160 0.106 -0.455
C -1.023 -0.368 -1.285
O -1.784 -1.394 -0.818
F -1.395 0.304 -2.585
O 1.372 2.764 -1.825
H 4.233 4.608 -1.762
H 3.824 3.311 -0.811
H 1.326 3.345 2.762
H 5.397 2.040 0.977
H 3.394 -0.112 -0.274
H 0.259 -0.569 0.362
C -1.068 -8.347 0.411
C 0.110 -7.629 -0.228
C 0.468 -6.313 0.466
C -0.626 -5.239 0.440
C -1.110 -4.828 -0.953
C -0.020 -4.205 -1.810
H -1.986 -7.755 0.345
H -1.251 -9.299 -0.099
H -0.869 -8.562 1.465
H -0.095 -7.460 -1.291
H 0.984 -8.291 -0.187
H 1.382 -5.913 0.011
H 0.721 -6.521 1.513
H -0.248 -4.349 0.959
H -1.488 -5.582 1.024
H -1.920 -4.098 -0.836
H -1.546 -5.686 -1.477
H 0.400 -3.319 -1.323
H -0.433 -3.895 -2.776
H 0.792 -4.910 -2.008
C -3.742 -0.289 7.007
C -4.751 0.076 5.929
C -4.326 -0.364 4.526
C -3.036 0.276 4.000
C -3.036 1.806 3.948
C -4.089 2.377 3.012
H -2.783 0.214 6.850
H -4.116 0.011 7.991
H -3.566 -1.369 7.027
H -4.940 1.154 5.953
H -5.706 -0.408 6.170
H -5.146 -0.156 3.829
H -4.197 -1.454 4.520
H -2.846 -0.112 2.992
H -2.189 -0.054 4.613
H -2.049 2.140 3.605
H -3.169 2.225 4.951
H -3.949 2.003 1.992
H -4.015 3.469 2.984
H -5.101 2.122 3.338
```

=====

(3)
Density functional theory data (ωB97M-V/def2-TZVPD) for C20H34BiCl2N3O4 as an isolated structure at a distorted geometry.

HOMO level, eV: -6.75
LUMO energy, eV: 0.5
Energy, hartree: -2382.72434
Energy above the lowest of the compared OMol25 structures with the same formula, charge and spin, kJ/mol: 0.0
Frontier orbital gap, Eh: 0.266

```
64
C20H34BiCl2N3O4 (ωB97M-V/def2-TZVPD)
O -1.648 -3.804 -1.652
C -1.708 -4.909 -1.148
C -2.951 -5.522 -0.586
C -4.132 -4.765 -0.568
H -4.118 -3.747 -0.957
C -5.306 -5.317 -0.059
H -6.220 -4.723 -0.047
C -5.307 -6.629 0.435
H -6.224 -7.059 0.836
C -4.130 -7.393 0.409
H -4.131 -8.418 0.788
C -2.957 -6.839 -0.104
H -2.029 -7.413 -0.142
H -0.812 -5.570 -1.088
C 0.680 -0.942 3.146
C 1.311 0.203 2.470
H 0.981 -1.063 4.197
H 0.887 -1.886 2.620
H -0.415 -0.818 3.120
C 2.317 0.977 2.834
C 3.093 0.939 4.120
H 2.666 1.764 2.169
H 2.702 0.199 4.816
H 3.071 1.904 4.632
H 4.147 0.702 3.960
Bi 0.145 0.597 0.436
Cl -2.299 1.156 1.285
Cl 0.145 -1.839 -0.362
H -3.232 -0.137 -2.979
H -4.378 2.027 -2.685
C -2.542 0.090 -2.155
C -3.719 2.254 -1.836
N -2.461 1.545 -2.017
H -1.554 -0.340 -2.356
C -1.306 2.218 -1.967
O -0.174 1.675 -1.990
H -3.495 3.326 -1.810
H -1.432 3.320 -1.874
H -2.948 -0.356 -1.234
H -4.198 1.950 -0.894
H 5.482 1.342 -2.245
H 4.395 -0.064 -4.180
C 5.043 0.612 -1.552
C 4.009 -0.728 -3.395
N 3.844 0.017 -2.155
H 4.793 1.102 -0.605
C 2.642 0.105 -1.596
O 2.444 0.739 -0.528
H 3.023 -1.110 -3.680
H 1.833 -0.430 -2.129
H 5.791 -0.173 -1.383
H 4.702 -1.565 -3.236
C 1.582 4.955 2.563
N 1.297 5.112 1.135
C 1.360 6.431 0.532
C 0.895 4.062 0.426
O 0.695 2.964 0.993
H 1.816 5.944 2.955
H 2.443 4.297 2.732
H 0.722 4.544 3.104
H 2.078 6.429 -0.296
H 0.375 6.706 0.136
H 1.669 7.143 1.298
H 0.748 4.205 -0.658
```